No. 1
{
  "formula": "C30H34AsBr2GeINO8SW",
  "method": "ωB97M-V/def2-TZVPD",
  "species": ["W", "C", "C", "C", "C", "C", "C", "Br", "C", "C", "Br", "C", "O", "C", "N", "H", "H", "H", "H", "H", "H", "O", "As", "O", "O", "C", "C", "C", "C", "C", "C", "S", "O", "O", "O", "H", "H", "H", "H", "H", "C", "C", "C", "C", "C", "C", "C", "O", "C", "C", "C", "H", "H", "H", "H", "H", "H", "H", "H", "H", "H", "H", "H", "C", "Ge", "C", "C", "C", "H", "H", "H", "H", "H", "H", "H", "H", "H", "H", "H", "I"],
  "coordinates": [[-0.9463, -1.9207, -0.5877], [3.7344, -2.3833, 0.3559], [3.3801, -1.2416, -0.5535], [4.4111, -0.3444, -0.9175], [4.1996, 0.5617, -1.9022], [2.9526, 0.5712, -2.5658], [2.6627, 1.3760, -3.6930], [3.9521, 2.5642, -4.3718], [1.4513, 1.3155, -4.2986], [0.4321, 0.4893, -3.7867], [-1.1821, 0.5522, -4.7197], [0.6436, -0.2650, -2.6655], [-0.3597, -1.0021, -2.0987], [1.9452, -0.2750, -2.0614], [2.1644, -1.1370, -1.0453], [4.5948, -2.1321, 0.9743], [4.0083, -3.2420, -0.2649], [2.9067, -2.6982, 0.9821], [5.3664, -0.4030, -0.4100], [4.9700, 1.2598, -2.2024], [1.2399, 1.9179, -5.1710], [-4.4897, -3.6770, 1.7274], [-3.9533, -2.4052, 0.6742], [-4.2671, -0.9808, 1.3789], [-2.2300, -2.7595, 0.5411], [-5.0491, -2.8682, -0.8243], [-6.3392, -3.2833, -0.5682], [-7.1836, -3.5326, -1.6438], [-6.7525, -3.3762, -2.9534], [-5.4625, -2.9522, -3.2245], [-4.6288, -2.6966, -2.1493], [-3.0311, -2.0903, -2.4293], [-2.0259, -3.1222, -1.9814], [-2.9078, -1.6554, -3.7683], [-2.7725, -1.0531, -1.3185], [-4.1420, -3.5608, 2.6184], [-6.6725, -3.4029, 0.4518], [-8.1982, -3.8537, -1.4508], [-7.4317, -3.5719, -3.7713], [-5.1030, -2.8171, -4.2362], [3.2813, 3.1894, 4.1127], [2.4579, 2.0547, 3.5597], [2.6245, 0.7261, 4.1406], [2.0306, -0.3798, 3.6653], [2.3513, -1.7209, 4.2815], [1.1191, -0.2724, 2.5058], [0.7441, -1.4433, 1.9934], [-0.0235, -1.6532, 0.9126], [0.6311, 1.1071, 2.1292], [-1.4431, 1.0715, 0.6548], [1.5765, 2.1990, 2.5733], [2.9387, 3.4490, 5.1189], [3.2014, 4.0800, 3.4879], [4.3360, 2.9087, 4.1926], [3.3100, 0.6301, 4.9795], [2.9374, -1.5821, 5.1889], [2.9377, -2.3481, 3.6037], [1.4451, -2.2736, 4.5495], [1.0144, -2.3793, 2.4493], [-1.7531, 0.1145, 1.0663], [-1.8791, 1.1891, -0.3381], [-1.9413, 1.8203, 1.2778], [1.4041, 3.1804, 2.1543], [-0.5572, 2.9767, -1.8929], [0.4115, 3.0629, -0.1982], [2.3069, 3.3559, -0.5325], [-0.3549, 4.5258, 0.8497], [0.0824, 1.3023, 0.6827], [-0.0383, 3.5662, -2.6557], [-1.5612, 3.3910, -1.7743], [-0.6556, 1.9536, -2.2624], [2.4527, 4.3766, -0.8964], [2.6762, 2.6664, -1.3002], [2.9004, 3.2217, 0.3739], [-0.8006, 5.2549, 0.1675], [0.4101, 5.0420, 1.4394], [-1.1334, 4.1712, 1.5302], [-0.2358, 1.2405, 2.7943], [0.5837, 0.6127, 0.0060], [0.3256, -4.2920, -0.6596]],
  "lowdin_charge": [1.590, -0.022, -0.287, 0.009, -0.020, -0.207, -0.618, 0.856, -0.169, -0.608, 0.956, -0.283, -0.285, -0.154, 0.148, 0.086, 0.097, 0.039, 0.124, 0.092, 0.102, -0.204, 0.961, -0.394, -0.581, -0.223, -0.045, -0.022, -0.029, -0.018, -0.277, 0.602, -0.541, -0.284, -0.442, 0.068, 0.120, 0.122, 0.122, 0.128, -0.038, -0.259, 0.024, -0.203, -0.044, -0.072, -0.131, -0.382, -0.206, -0.123, -0.027, 0.090, 0.080, 0.085, 0.127, 0.086, 0.081, 0.091, 0.115, 0.042, 0.064, 0.094, 0.069, -0.193, 0.845, -0.173, -0.198, -0.355, 0.038, 0.037, -0.027, 0.037, -0.010, 0.020, 0.028, 0.023, 0.026, 0.174, 0.056, 0.605],
  "lumo_energy_ha": -0.180,
  "charge": 1,
  "homo_ev": -10.513,
  "orbital_gap_ev": 5.623,
  "relative_energy_ev": 1.755,
  "molar_mass_g_mol": 1186.75,
  "max_force_ha_per_bohr": 0.05120,
  "e_tot_ev": -327727.2872
}

No. 2
{
  "formula": "C39H54Br2ClN5O6S2",
  "method": "ωB97M-V/def2-TZVPD",
  "species": ["C", "C", "C", "C", "C", "N", "C", "C", "C", "S", "C", "Cl", "C", "C", "O", "C", "C", "O", "C", "C", "C", "S", "C", "C", "O", "C", "O", "C", "N", "C", "C", "Br", "C", "C", "Br", "C", "C", "C", "C", "N", "C", "C", "C", "H", "H", "H", "H", "H", "H", "H", "H", "H", "H", "H", "H", "H", "H", "H", "H", "H", "H", "H", "H", "H", "H", "H", "H", "H", "H", "H", "H", "H", "H", "H", "H", "C", "O", "C", "C", "C", "N", "H", "H", "H", "H", "H", "H", "H", "H", "H", "H", "H", "C", "O", "C", "C", "C", "N", "H", "H", "H", "H", "H", "H", "H", "H", "H", "H", "H"],
  "coordinates": [[3.5981, -5.5569, 2.5410], [2.6699, -6.1511, 1.4671], [2.6676, -5.3996, 0.1358], [2.4406, -3.8840, 0.2467], [0.9779, -3.5084, 0.0711], [0.7689, -2.0768, -0.3114], [-0.6395, -1.8108, -0.3860], [-1.2289, -1.8335, -1.6311], [-2.6001, -1.6769, -1.7804], [-3.2817, -1.7257, -3.4126], [-3.3804, -1.4571, -0.6444], [-5.0922, -1.3654, -0.7943], [-2.8121, -1.3662, 0.6212], [-3.6435, -1.1248, 1.8606], [-4.6047, -0.1081, 1.7520], [-4.0100, 1.1772, 1.7229], [-4.9977, 2.1824, 1.1999], [-5.3036, 1.9397, -0.1525], [-6.6656, 1.8026, -0.5031], [-6.9606, 2.5780, -1.7705], [-1.4258, -1.5618, 0.7378], [-0.6432, -1.5023, 2.3242], [0.9136, -0.8766, 1.8093], [1.6014, -0.0266, 2.6798], [1.0498, 0.2602, 3.8788], [2.8044, 0.4982, 2.2465], [3.4545, 1.3832, 3.1458], [4.4028, 0.8412, 3.8605], [5.2116, 0.3785, 4.5394], [3.3344, 0.2565, 0.9849], [4.5945, 0.9388, 0.6200], [6.1691, -0.0916, 0.7919], [4.6098, 2.2198, 0.2620], [3.3735, 3.0636, 0.1522], [6.2007, 3.1353, -0.0995], [2.6322, -0.5706, 0.1221], [3.0744, -0.7350, -1.2865], [4.2500, -1.3722, -1.6596], [4.5813, -1.4468, -3.0109], [3.8335, -0.9385, -3.9848], [2.7044, -0.3234, -3.6219], [2.2869, -0.1950, -2.3063], [1.4433, -1.1685, 0.5589], [4.1509, -6.3351, 3.0597], [4.3156, -4.8680, 2.0957], [3.0363, -4.9841, 3.2772], [1.6510, -6.2215, 1.8516], [2.9757, -7.1804, 1.2755], [3.5862, -5.6120, -0.4110], [1.8624, -5.8142, -0.4764], [2.7639, -3.5311, 1.2247], [3.0239, -3.3780, -0.5195], [0.5039, -4.0981, -0.7111], [0.4411, -3.7161, 1.0034], [-0.6116, -1.9951, -2.5035], [-3.3150, -3.0568, -3.5246], [-4.1670, -2.0463, 2.1216], [-2.9779, -0.8816, 2.6907], [-3.7449, 1.4753, 2.7461], [-3.1063, 1.1798, 1.1074], [-5.8907, 2.1549, 1.8277], [-4.5271, 3.1678, 1.2832], [-6.8940, 0.7422, -0.6478], [-7.3053, 2.1682, 0.3039], [-6.8762, 3.6459, -1.5689], [-7.9688, 2.3643, -2.1203], [-6.2340, 2.3231, -2.5395], [1.6972, 0.6888, 4.4505], [2.5097, 2.4620, -0.1162], [3.5205, 3.8492, -0.5829], [3.1888, 3.5590, 1.1078], [4.9059, -1.8163, -0.9216], [5.4986, -1.9399, -3.3060], [2.1010, 0.0890, -4.4208], [1.3572, 0.3086, -2.0767], [-11.5417, 3.6700, -1.7539], [-10.6630, 2.5785, -1.5641], [-11.2709, 1.3565, -1.1964], [-11.8423, 0.5437, -2.3646], [-13.1547, 1.0898, -2.9176], [-10.8891, 0.3885, -3.4657], [-12.3858, 3.6245, -1.0591], [-11.9227, 3.7177, -2.7769], [-10.9750, 4.5799, -1.5592], [-10.4750, 0.7684, -0.7315], [-12.0378, 1.5336, -0.4300], [-12.0432, -0.4559, -1.9672], [-12.9905, 1.9658, -3.5453], [-13.6396, 0.3361, -3.5365], [-13.8410, 1.3659, -2.1149], [-10.0585, -0.0944, -3.1364], [-10.5635, 1.3126, -3.7358], [12.1665, 0.7616, 1.7985], [11.3557, 0.7665, 0.6408], [10.0350, 1.2372, 0.8237], [9.8819, 2.7619, 0.7822], [10.3611, 3.4714, 2.0442], [10.5325, 3.3650, -0.3842], [11.5808, 0.5204, 2.6911], [12.6709, 1.7190, 1.9523], [12.9264, -0.0069, 1.6599], [9.4601, 0.8165, -0.0059], [9.6149, 0.8303, 1.7539], [8.8091, 2.9470, 0.6872], [11.4488, 3.5384, 2.0783], [9.9743, 4.4897, 2.0681], [10.0196, 2.9555, 2.9435], [10.1257, 2.9859, -1.2342], [11.5004, 3.0553, -0.4008]],
  "lowdin_charge": [-0.107, -0.254, -0.204, -0.165, -0.137, -0.032, -0.238, -0.037, -0.617, 0.781, -0.588, 0.788, -0.216, -0.217, -0.163, -0.187, -0.194, -0.148, -0.291, -0.062, -0.350, 1.132, -0.329, -0.247, 0.083, -0.117, 0.068, -0.325, 0.189, -0.160, -0.677, 0.829, -0.756, -0.101, 0.829, -0.064, -0.171, -0.055, -0.128, 0.062, -0.132, -0.006, -0.172, 0.066, 0.068, 0.068, 0.102, 0.099, 0.111, 0.104, 0.105, 0.098, 0.127, 0.111, 0.118, -0.120, 0.141, 0.077, 0.134, 0.134, 0.127, 0.128, 0.081, 0.115, 0.078, 0.059, 0.077, 0.120, 0.084, 0.067, 0.092, 0.066, 0.107, 0.105, 0.118, -0.103, -0.204, -0.209, -0.436, -0.070, 0.041, 0.090, 0.076, 0.087, 0.120, 0.120, 0.135, 0.065, 0.075, 0.078, 0.069, 0.068, -0.108, -0.186, -0.217, -0.446, -0.064, 0.043, 0.090, 0.075, 0.086, 0.113, 0.117, 0.051, 0.065, 0.075, 0.080, 0.071, 0.070],
  "lumo_energy_ha": -0.002,
  "charge": 0,
  "smiles": "CCCCCN1c2cc(S)c(Cl)c(COCCOCC)c2Sc2c(O)c(OC#N)c(/C(Br)=C(\\C)Br)c(-c3ccncc3)c21.COC[C@@H](C)N.COC[C@@H](C)N",
  "homo_ev": -8.650,
  "orbital_gap_ev": 8.586,
  "molar_mass_g_mol": 948.29,
  "max_force_ha_per_bohr": 0.01098,
  "e_tot_ev": -235329.0193
}

No. 3
{
  "formula": "C4H5NO",
  "method": "ωB97M-V/def2-TZVPD",
  "species": ["O", "C", "C", "C", "C", "N", "H", "H", "H", "H", "H"],
  "coordinates": [[2.3634, 1.6022, -0.2456], [1.4821, 0.6280, 0.0599], [-1.2253, -2.1107, -0.0940], [-1.0438, -0.8301, 0.0666], [-0.9131, 0.4576, 0.2577], [0.2666, 1.1853, -0.0239], [3.2374, 1.2064, -0.1526], [-0.8739, -2.8338, 0.6387], [-1.7356, -2.4966, -0.9718], [-1.7195, 1.0297, 0.7107], [0.1650, 2.1747, -0.2452]],
  "nbo_charge": [-0.705, 0.279, -0.450, 0.073, -0.117, -0.628, 0.498, 0.223, 0.219, 0.218, 0.391],
  "lumo_energy_ha": 0.038,
  "charge": 0,
  "homo_ev": -8.864,
  "orbital_gap_ev": 9.892,
  "relative_energy_ev": 3.226,
  "molar_mass_g_mol": 83.09,
  "max_force_ha_per_bohr": 0.01332,
  "e_tot_ev": -7763.3001
}

No. 4
{
  "formula": "C4H16NO6",
  "method": "ωB97M-V/def2-TZVPD",
  "species": ["C", "C", "C", "N", "C", "O", "O", "H", "H", "H", "H", "H", "H", "H", "H", "H", "H", "O", "H", "H", "O", "H", "H", "O", "H", "H", "O"],
  "coordinates": [[0.0421, 2.1435, 0.7877], [0.2528, 1.0095, -0.3265], [1.3096, 1.3626, -1.4188], [0.6124, -0.2155, 0.3460], [-0.1354, -1.4412, 0.0583], [0.2453, -2.3964, 0.7539], [-1.0414, -1.3726, -0.8056], [0.0776, 1.6175, 1.7345], [0.7815, 2.9834, 0.7334], [-0.8918, 2.6600, 0.5487], [-0.7439, 0.9431, -0.8396], [1.3437, 0.5110, -2.1056], [2.2674, 1.3445, -0.9199], [0.9791, 2.2835, -1.8779], [0.6219, -0.2260, 1.4021], [-2.6523, -1.9184, -0.3950], [-3.3140, -1.8160, 0.9486], [-3.4958, -2.1144, 0.0568], [0.9133, -1.3654, 3.0082], [-0.4169, -1.1699, 2.5613], [0.2634, -0.6176, 2.9782], [-1.5995, 0.4411, -1.8083], [-2.3790, -0.0213, -3.0771], [-2.3746, 0.6229, -2.3704], [3.4294, -0.3769, -0.1845], [2.5128, -1.6134, 0.0271], [3.3925, -1.2577, 0.1844]],
  "nbo_charge": [-0.631, -0.001, -0.620, -0.778, 0.877, -0.807, -0.822, 0.223, 0.189, 0.206, 0.157, 0.213, 0.188, 0.200, 0.415, 0.509, 0.446, -0.986, 0.491, 0.490, -0.937, 0.483, 0.464, -0.965, 0.462, 0.503, -0.968],
  "lumo_energy_ha": 0.124,
  "charge": -1,
  "homo_ev": -5.307,
  "orbital_gap_ev": 8.675,
  "relative_energy_ev": 0.184,
  "molar_mass_g_mol": 174.17,
  "max_force_ha_per_bohr": 0.04160,
  "e_tot_ev": -18184.9176
}